Computed, not measured: a cluster of 2 separate species, C8H16ClN in total at a distorted geometry, with the ωB97M-V functional and the def2-TZVPD basis.

The total charge is 0. The LUMO energy comes out at 0.0175 Ha. The frontier orbital gap comes out at 0.2984 Eh.

Bonds (Å) are listed after each position.
CARTESIAN COORDINATES (ANGSTROEM)
1 H -0.912 -0.438 -2.372  C2 1.100
2 C -0.074 0.190 -2.708  H1 1.100, H12 1.163, H16 1.080, C19 1.582
3 C -1.907 1.077 0.100  C4 1.504, H13 1.025, C15 1.550, H23 1.129
4 C -0.734 0.323 -0.463  C3 1.504, C19 1.489
5 H 3.402 -1.776 1.469  C22 1.051
6 C 0.621 -1.631 1.287  H7 1.093, H18 1.177, H24 1.020, N25 1.404
7 H -0.312 -1.438 1.823  C6 1.093
8 H 1.115 0.992 -1.007  C19 1.079
9 H -3.846 1.073 0.805  C15 1.116
10 H -0.258 2.076 -1.594  C19 1.078
11 Cl 2.201 1.757 2.069  C20 1.705
12 H -0.304 0.735 -3.710  C2 1.163
13 H -2.241 1.864 -0.465  C3 1.025
14 H -3.074 -0.614 1.004  C15 1.075
15 C -3.193 0.265 0.397  C3 1.550, H9 1.116, H14 1.075, H26 1.047
16 H 0.877 -0.239 -2.985  C2 1.080
17 H 3.553 -0.080 1.310  C22 1.125
18 H 0.311 -1.842 0.171  C6 1.177
19 C 0.122 1.082 -1.416  C2 1.582, C4 1.489, H8 1.079, H10 1.078
20 C 1.077 0.487 1.895  Cl11 1.705, N25 1.295
21 H 3.003 -1.052 -0.077  C22 1.065
22 C 2.941 -0.965 0.983  H5 1.051, H17 1.125, H21 1.065, N25 1.480
23 H -1.310 1.327 1.025  C3 1.129
24 H 0.949 -2.539 1.618  C6 1.020
25 N 1.562 -0.593 1.370  C6 1.404, C20 1.295, C22 1.480
26 H -3.570 -0.039 -0.531  C15 1.047

***

Computed, not measured: a cluster of 8 separate species, C32H80O16 in total at a distorted geometry, with the ωB97M-V functional and the def2-TZVPD basis.

Its SMILES is COCCOC.COCCOC.COCCOC.COCCOC.COCCOC.COCCOC.COCCOC.COCCOC. As for the relative energy (zero: lowest compared OMol25 entry of this formula, charge and spin): 114.85 kcal per mole. The total charge is 0. The LUMO energy comes out at 0.0237 Ha. The frontier orbital gap comes out at 0.3603 Eh.

Bonds (Å) are listed after each position.
CARTESIAN COORDINATES (ANGSTROEM)
1 H -0.358 -1.261 8.160  C58 1.090
2 H -1.106 -2.188 -2.349  C39 1.090
3 H 2.442 8.518 -1.106  C61 1.090
4 H 0.089 8.102 0.748  C37 1.090
5 H -2.699 -1.321 -0.338  C50 1.090
6 C -7.374 0.701 6.127  O55 1.471, H82 1.090, H103 1.090, H125 1.090
7 H -4.212 0.854 -0.110  C78 1.090
8 H 5.625 -5.248 -2.418  C122 1.090
9 H -1.188 -1.656 5.219  C73 1.090
10 H 1.156 0.208 5.697  C74 1.090
11 H -0.195 -5.472 -3.925  C46 1.090
12 C 1.502 -4.959 0.099  H40 1.090, C54 1.503, O62 1.430, H69 1.090
13 C 2.869 -2.822 2.793  H14 1.090, O43 1.363, H101 1.090, H120 1.090
14 H 3.926 -3.050 2.655  C13 1.090
15 O 2.910 -1.410 -1.364  C28 1.355, C105 1.446
16 H 2.049 4.711 -1.174  C75 1.090
17 H 3.895 -0.771 -2.992  C28 1.090
18 H 1.884 5.834 -6.640  C53 1.090
19 H -3.443 0.323 7.068  C32 1.090
20 H -6.191 -1.881 3.369  C47 1.090
21 H -1.140 5.420 -1.670  C68 1.090
22 H 1.286 -0.600 8.359  C58 1.090
23 O -1.148 -0.506 0.791  C50 1.369, C110 1.454
24 H -0.141 -7.351 0.596  C102 1.090
25 H 1.829 9.563 0.189  C61 1.090
26 C 3.395 6.830 0.470  H59 1.090, H86 1.090, O100 1.400, H108 1.090
27 H 1.507 -4.826 -5.610  C121 1.090
28 C 4.053 -1.359 -2.088  O15 1.355, H17 1.090, H77 1.090, C95 1.513
29 O -1.489 0.185 6.193  C32 1.418, C73 1.422
30 O 5.108 -3.401 -1.331  C95 1.406, C122 1.435
31 H 1.526 4.469 -7.593  C53 1.090
32 C -2.839 -0.221 6.341  H19 1.090, O29 1.418, H49 1.090, H114 1.090
33 H 4.038 2.800 -4.315  C52 1.090
34 H 1.705 -0.516 -0.115  C105 1.090
35 H -7.217 -1.876 0.663  C128 1.090
36 H 3.474 -4.587 0.784  C54 1.090
37 C 0.391 8.049 -0.298  H4 1.090, H42 1.090, C61 1.572, O127 1.393
38 H 4.306 -5.262 -1.278  C122 1.090
39 C -0.458 -3.038 -2.560  H2 1.090, O70 1.414, H99 1.090, H126 1.090
40 H 1.742 -5.196 -0.938  C12 1.090
41 H 0.904 -2.288 8.717  C58 1.090
42 H -0.208 8.764 -0.861  C37 1.090
43 O 2.255 -3.800 2.069  C13 1.363, C54 1.428
44 H 0.310 -1.258 2.163  C110 1.090
45 H 1.148 2.513 -4.225  C48 1.090
46 C -0.338 -4.558 -4.501  H11 1.090, O70 1.428, H79 1.090, C121 1.602
47 C -6.802 -1.103 2.911  H20 1.090, O71 1.411, C80 1.542, H83 1.090
48 C 1.900 3.005 -4.842  H45 1.090, C52 1.531, O93 1.397, H96 1.090
49 H -3.487 -0.157 5.466  C32 1.090
50 C -2.466 -0.580 0.426  H5 1.090, O23 1.369, C78 1.643, H89 1.090
51 H -2.787 3.198 -1.133  C113 1.090
52 C 3.178 3.440 -4.119  H33 1.090, C48 1.531, O90 1.433, H116 1.090
53 C 1.955 4.746 -6.631  H18 1.090, H31 1.090, O93 1.464, H104 1.090
54 C 2.535 -4.042 0.690  C12 1.503, H36 1.090, O43 1.428, H97 1.090
55 O -7.357 -0.396 5.147  C6 1.471, C80 1.392
56 H -5.801 0.311 4.195  C80 1.090
57 H 1.046 3.700 -2.302  C75 1.090
58 C 0.705 -1.463 8.033  H1 1.090, H22 1.090, H41 1.090, O84 1.445
59 H 3.255 6.224 -0.426  C26 1.090
60 H -0.770 -0.188 4.331  C73 1.090
61 C 1.880 8.535 -0.172  H3 1.090, H25 1.090, C37 1.572, O100 1.419
62 O 1.586 -6.219 0.771  C12 1.430, C102 1.439
63 H 2.535 0.708 -1.091  C105 1.090
64 H -7.362 0.948 3.640  C80 1.090
65 O -2.490 1.184 -1.366  C78 1.428, C113 1.371
66 O 0.930 -2.903 -6.206  C92 1.386, C121 1.437
67 H -0.818 -1.929 -5.732  C92 1.090
68 C -1.152 6.450 -1.315  H21 1.090, H98 1.090, H109 1.090, O127 1.461
69 H 0.480 -4.581 0.100  C12 1.090
70 O -1.075 -3.659 -3.671  C39 1.414, C46 1.428
71 O -6.257 -0.598 1.712  C47 1.411, C128 1.372
72 H -2.865 1.651 0.512  C78 1.090
73 C -0.757 -0.659 5.313  H9 1.090, O29 1.422, H60 1.090, C74 1.510
74 C 0.710 -0.786 5.648  H10 1.090, C73 1.510, O84 1.457, H112 1.090
75 C 1.938 4.316 -2.184  H16 1.090, H57 1.090, H88 1.090, O90 1.432
76 H 0.801 -7.228 -0.958  C102 1.090
77 H 4.789 -0.933 -1.406  C28 1.090
78 C -3.123 0.816 -0.140  H7 1.090, C50 1.643, O65 1.428, H72 1.090
79 H -0.982 -4.843 -5.334  C46 1.090
80 C -6.827 0.046 3.938  C47 1.542, O55 1.392, H56 1.090, H64 1.090
81 H 1.644 -3.661 -4.450  C121 1.090
82 H -8.264 1.291 5.906  C6 1.090
83 H -7.843 -1.391 2.762  C47 1.090
84 O 1.008 -1.792 6.659  C58 1.445, C74 1.457
85 H -5.764 -1.102 -0.186  C128 1.090
86 H 3.593 6.076 1.231  C26 1.090
87 H -2.365 2.641 -2.721  C113 1.090
88 H 1.748 5.128 -2.885  C75 1.090
89 H -3.101 -0.875 1.261  C50 1.090
90 O 2.994 3.497 -2.699  C52 1.433, C75 1.432
91 H -1.090 2.590 -1.480  C113 1.090
92 C 0.245 -1.743 -5.885  O66 1.386, H67 1.090, H111 1.090, H119 1.090
93 O 1.349 4.138 -5.445  C48 1.397, C53 1.464
94 H 5.956 -5.166 -0.695  C122 1.090
95 C 4.495 -2.766 -2.425  C28 1.513, O30 1.406, H117 1.090, H123 1.090
96 H 2.052 2.153 -5.506  C48 1.090
97 H 2.659 -3.131 0.104  C54 1.090
98 H -1.672 7.026 -2.080  C68 1.090
99 H -0.513 -3.676 -1.678  C39 1.090
100 O 2.311 7.637 0.838  C26 1.400, C61 1.419
101 H 2.559 -2.759 3.836  C13 1.090
102 C 0.841 -7.270 0.130  H24 1.090, O62 1.439, H76 1.090, H106 1.090
103 H -7.335 0.203 7.096  C6 1.090
104 H 2.984 4.388 -6.652  C53 1.090
105 C 2.660 -0.235 -0.559  O15 1.446, H34 1.090, H63 1.090, H115 1.090
106 H 1.205 -8.257 0.415  C102 1.090
107 H -1.307 -2.042 2.211  C110 1.090
108 H 4.306 7.419 0.363  C26 1.090
109 H -1.712 6.252 -0.401  C68 1.090
110 C -0.553 -1.575 1.577  O23 1.454, H44 1.090, H107 1.090, H124 1.090
111 H 0.691 -1.107 -5.121  C92 1.090
112 H 1.228 -1.231 4.799  C74 1.090
113 C -2.159 2.482 -1.663  H51 1.090, O65 1.371, H87 1.090, H91 1.090
114 H -2.876 -1.279 6.601  C32 1.090
115 H 3.404 -0.031 0.211  C105 1.090
116 H 3.594 4.395 -4.440  C52 1.090
117 H 3.628 -3.344 -2.745  C95 1.090
118 H -5.530 -2.394 0.915  C128 1.090
119 H 0.331 -1.043 -6.716  C92 1.090
120 H 2.673 -1.865 2.308  C13 1.090
121 C 0.954 -3.964 -5.237  H27 1.090, C46 1.602, O66 1.437, H81 1.090
122 C 5.281 -4.818 -1.477  H8 1.090, O30 1.435, H38 1.090, H94 1.090
123 H 5.240 -2.818 -3.220  C95 1.090
124 H -0.165 -2.241 0.807  C110 1.090
125 H -6.588 1.448 6.014  C6 1.090
126 H 0.549 -2.656 -2.721  C39 1.090
127 O 0.212 6.836 -0.959  C37 1.393, C68 1.461
128 C -6.181 -1.542 0.720  H35 1.090, O71 1.372, H85 1.090, H118 1.090

***

Computed, not measured: a cluster of 8 separate species, C52H59BO2P in total at a distorted geometry, with the ωB97M-V functional and the def2-TZVPD basis.

The total charge is +1. The LUMO energy comes out at -0.1498 Ha. The frontier orbital gap comes out at 0.2244 Eh.

Bonds (Å) are listed after each position.
CARTESIAN COORDINATES (ANGSTROEM)
1 H -7.404 -0.363 -2.918  C113 1.185
2 C -4.204 -3.575 -4.950  H5 1.170, H93 1.180, C96 1.639, C105 1.640
3 H 7.361 3.620 -1.490  C38 1.086
4 H -9.272 -5.359 2.052  C97 1.087
5 H -3.256 -3.492 -5.630  C2 1.170
6 H 5.608 5.370 -1.338  C101 1.087
7 H 2.296 9.863 0.543  C58 1.087
8 H -0.399 7.636 3.287  C37 1.087
9 H 12.198 -7.070 0.291  C67 1.087
10 O -7.161 -0.373 -6.402  H39 1.017, B106 1.498
11 H 2.700 2.368 -0.335  C84 1.087
12 C 4.847 7.075 1.404  C32 1.395, C80 1.395, H114 1.087
13 H 3.278 4.744 -0.757  C62 1.087
14 H 6.335 8.395 0.576  C80 1.087
15 C 3.928 -3.379 0.352  C69 1.395, H79 1.087, C91 1.395
16 H 1.725 1.401 2.436  C73 1.086
17 H -8.834 -1.519 3.933  C77 1.086
18 H -10.180 -1.954 -2.748  C44 1.186
19 H 9.909 -6.302 3.847  C35 1.087
20 C 0.308 2.504 1.245  H45 1.087, C57 1.395, C73 1.395
21 H 4.447 0.615 -0.513  C86 1.087
22 C -1.423 4.547 4.274  H29 1.087, C54 1.395, C115 1.395
23 C -0.548 1.362 -0.704  C48 1.395, C57 1.395, H109 1.087
24 H 4.508 -5.301 1.135  C91 1.086
25 H 1.642 -0.614 0.989  C52 1.087
26 H 10.115 -7.656 -0.924  C41 1.087
27 C 8.784 -6.937 2.122  H33 1.087, C35 1.395, C53 1.395
28 C 4.364 9.262 0.499  C58 1.395, C80 1.395, H87 1.087
29 H -1.827 3.624 3.867  C22 1.087
30 C 11.183 -6.655 2.146  C35 1.395, C67 1.395, H107 1.086
31 C -0.388 6.918 5.318  C37 1.395, H61 1.087, C75 1.395
32 C 3.496 6.899 1.701  C12 1.395, H59 1.086, C103 1.395
33 H 7.826 -6.898 2.635  C27 1.087
34 H 0.192 -0.636 -1.025  C48 1.087
35 C 9.954 -6.603 2.803  H19 1.087, C27 1.395, C30 1.395
36 C 5.715 -2.019 -0.538  C69 1.395, C89 1.395, H98 1.087
37 C -0.619 6.801 3.948  H8 1.087, C31 1.395, C115 1.395
38 C 6.340 3.346 -1.241  H3 1.086, C71 1.395, C101 1.395
39 H -7.838 0.261 -6.818  O10 1.017
40 H -8.121 -3.748 -5.265  P83 1.470
41 C 10.070 -7.364 0.123  H26 1.087, C53 1.395, C67 1.395
42 H -4.721 -0.499 -4.250  C51 1.172
43 H -1.118 3.358 -0.126  C57 1.087
44 C -9.344 -1.344 -2.169  H18 1.186, H66 1.192, H110 1.179, C113 1.640
45 H 0.340 3.385 1.882  C20 1.087
46 O -8.984 -0.451 -4.495  B106 1.502, C113 1.486
47 C -3.862 -0.393 -1.905  C51 1.673, C95 1.653, H112 1.176
48 C 0.225 0.244 -0.389  C23 1.395, H34 1.087, C52 1.395
49 H -1.306 5.522 2.356  C115 1.087
50 H -6.952 -2.965 -3.371  P83 1.440
51 C -4.243 -1.106 -3.369  H42 1.172, C47 1.673, C105 1.653
52 C 1.040 0.258 0.743  H25 1.087, C48 1.395, C73 1.395
53 C 8.842 -7.320 0.782  C27 1.395, C41 1.395, H76 1.087
54 C -1.195 4.665 5.645  C22 1.395, C75 1.395, H94 1.087
55 C 6.197 -4.206 0.367  C89 1.395, C91 1.395, H104 1.087
56 H -2.939 -0.807 0.353  C95 1.172
57 C -0.510 2.490 0.116  C20 1.395, C23 1.395, H43 1.087
58 C 3.012 9.082 0.787  H7 1.087, C28 1.395, C103 1.395
59 H 3.158 5.980 2.173  C32 1.086
60 C -9.149 -3.483 3.104  C77 1.395, C97 1.395, H108 1.087
61 H 0.015 7.841 5.725  C31 1.087
62 C 4.045 3.977 -0.828  H13 1.087, C84 1.395, C101 1.395
63 H 7.686 -2.886 -0.461  C89 1.087
64 C -7.763 -1.788 2.083  C77 1.395, C99 1.395, H102 1.087
65 C -3.248 -3.570 -2.315  H85 1.194, C100 1.646, C105 1.673
66 H -9.917 -0.821 -1.263  C44 1.192
67 C 11.241 -7.033 0.804  H9 1.087, C30 1.395, C41 1.395
68 H -5.763 -4.017 -6.553  C96 1.194
69 C 4.362 -2.199 -0.250  C15 1.395, C36 1.395, H72 1.087
70 H -8.948 0.836 -2.706  C113 1.191
71 C 6.013 2.009 -1.012  C38 1.395, C86 1.395, H92 1.087
72 H 3.646 -1.418 -0.495  C69 1.087
73 C 1.085 1.389 1.557  H16 1.086, C20 1.395, C52 1.395
74 H -7.766 -4.632 0.219  C78 1.087
75 C -0.674 5.848 6.167  C31 1.395, C54 1.395, H88 1.086
76 H 7.931 -7.585 0.253  C53 1.087
77 C -8.603 -2.199 3.118  H17 1.086, C60 1.395, C64 1.395
78 C -8.003 -3.949 1.029  H74 1.087, C97 1.395, C99 1.395
79 H 2.874 -3.518 0.580  C15 1.087
80 C 5.282 8.257 0.805  C12 1.395, H14 1.087, C28 1.395
81 H -5.215 -2.206 -6.523  C96 1.187
82 H -6.812 -2.341 0.230  C99 1.087
83 P -7.099 -2.802 -4.795  H40 1.470, H50 1.440, C96 1.910, B106 1.950
84 C 3.719 2.641 -0.593  H11 1.087, C62 1.395, C86 1.395
85 H -2.999 -4.727 -2.472  C65 1.194
86 C 4.703 1.657 -0.690  H21 1.087, C71 1.395, C84 1.395
87 H 4.703 10.185 0.036  C28 1.087
88 H -0.491 5.937 7.234  C75 1.086
89 C 6.632 -3.024 -0.233  C36 1.395, C55 1.395, H63 1.087
90 H -2.432 -3.538 0.014  C100 1.172
91 C 4.846 -4.382 0.663  C15 1.395, H24 1.086, C55 1.395
92 H 6.780 1.242 -1.084  C71 1.087
93 H -4.306 -4.709 -4.642  C2 1.180
94 H -1.424 3.833 6.307  C54 1.087
95 C -3.196 -1.288 -0.685  C47 1.653, H56 1.172, C100 1.648
96 C -5.516 -3.111 -5.817  C2 1.639, H68 1.194, H81 1.187, P83 1.910
97 C -8.848 -4.358 2.061  H4 1.087, C60 1.395, C78 1.395
98 H 6.054 -1.096 -1.002  C36 1.087
99 C -7.465 -2.662 1.038  C64 1.395, C78 1.395, H82 1.087
100 C -2.887 -2.898 -0.856  C65 1.646, H90 1.172, C95 1.648
101 C 5.354 4.329 -1.153  H6 1.087, C38 1.395, C62 1.395
102 H -7.341 -0.787 2.091  C64 1.087
103 C 2.577 7.902 1.390  C32 1.395, C58 1.395, H111 1.087
104 H 6.912 -4.990 0.603  C55 1.087
105 C -3.935 -2.717 -3.579  C2 1.640, C51 1.653, C65 1.673
106 B -7.825 -1.047 -5.241  O10 1.498, O46 1.502, P83 1.950
107 H 12.095 -6.400 2.678  C30 1.086
108 H -9.809 -3.801 3.908  C60 1.087
109 H -1.181 1.353 -1.588  C23 1.087
110 H -8.544 -2.131 -1.808  C44 1.179
111 H 1.524 7.764 1.617  C103 1.087
112 H -4.070 0.748 -1.714  C47 1.176
113 C -8.569 -0.227 -3.086  H1 1.185, C44 1.640, O46 1.486, H70 1.191
114 H 5.562 6.291 1.641  C12 1.087
115 C -1.132 5.615 3.425  C22 1.395, C37 1.395, H49 1.087

***

Number 1: molecular weight 161.7 g mol⁻¹. Number 2: molecular weight 721.0 g mol⁻¹. Number 3: molecular weight 757.8 g mol⁻¹.